(1)
ORCA calculation (wB97M-V/def2-TZVPD) on a cluster of 2 separate species, C3H7N2O3 in total in a non-equilibrium geometry.

Element x y z (Å)
C (0.4338, -0.6317, 0.1276)
C (-1.0915, 1.4273, 0.4534)
C (-0.5965, 0.1975, -0.4409)
N (0.4456, -1.8869, 0.4028)
N (2.3622, 0.1611, -0.0185)
O (2.1682, 1.2658, -0.2963)
O (3.0569, -0.7387, -0.0026)
O (-1.7335, -0.5500, -0.7569)
H (-1.8021, 1.0564, 1.0997)
H (-0.3217, 1.8856, 0.9404)
H (-1.5449, 2.0950, -0.3440)
H (0.0393, 0.5731, -1.3291)
H (-0.2906, -2.5386, 0.1397)
H (1.3392, -2.3610, 0.6447)
H (-2.4643, 0.0450, -0.6200)

Computed properties:
ΔE to the lowest compared entry with this formula, charge and spin = 516.4 kJ/mol
calculated total energy = -12334.2235 eV
total charge = +1
Kohn-Sham gap (alpha / beta) = 9.6 / 9.6 eV
F_max = 0.1187 Eh/bohr

---

(2)
ORCA calculation (wB97M-V/def2-TZVPD) on a cluster of 8 separate species, H16O8 in total.

Element x y z (Å)
O (0.0364, -2.1742, -2.5046)
H (0.8780, -2.0525, -2.9442)
H (0.1673, -1.8080, -1.6300)
O (-3.0432, -0.9278, 0.8660)
H (-3.8282, -0.4091, 1.0415)
H (-2.4626, -0.7417, 1.6039)
O (-3.1214, 1.4113, -1.2422)
H (-2.8218, 0.8362, -0.5381)
H (-2.8056, 2.2799, -0.9933)
O (2.8974, 0.7483, -0.5495)
H (3.4434, 0.2267, 0.0387)
H (3.4416, 0.8837, -1.3252)
O (0.2835, -0.2021, -0.2994)
H (1.1478, 0.1717, -0.1276)
H (-0.2298, 0.0121, 0.4797)
O (2.4716, -1.5284, 1.7962)
H (3.2413, -1.5799, 2.3630)
H (2.1207, -0.6507, 1.9472)
O (-1.0381, 0.1857, 2.7176)
H (-1.1130, 0.9802, 3.2460)
H (-0.7904, -0.4957, 3.3425)
O (0.7491, 1.6736, -2.5228)
H (0.4015, 1.0662, -1.8697)
H (-0.0256, 2.0944, -2.8956)

Computed properties:
structure (SMILES) = O.O.O.O.O.O.O.O
ΔE to the lowest compared entry with this formula, charge and spin = 200.8 kJ/mol
calculated total energy = -16639.9299 eV
Kohn-Sham gap = 10.0 eV
F_max = 0.0153 Eh/bohr

---

(3)
ORCA calculation (wB97M-V/def2-TZVPD) on the ion CFO5S with charge -1 in a non-equilibrium geometry.

Element x y z (Å)
C (-0.0607, -0.7709, -0.2292)
O (0.6488, 0.2824, -0.6448)
O (-0.3141, -1.1824, 0.8672)
O (-0.1504, 2.7068, 0.3483)
O (1.5506, 1.6046, 1.5666)
O (-0.6522, -1.4510, -1.3279)
F (-1.5373, -2.4479, -0.9275)
S (1.1251, 2.0097, 0.2555)

Computed properties:
ΔE to the lowest compared entry with this formula, charge and spin = 21.5 kJ/mol
calculated total energy = -24825.9748 eV
total charge = -1
Kohn-Sham gap = 9.6 eV
F_max = 0.0728 Eh/bohr

---

What is the F_max in the first record? 0.1187 Eh/bohr

---

What is the F_max in the second record? 0.0153 Eh/bohr

---

Number 1 is which compound? C3H7N2O3